(w)
{
  "formula": "C3H10NS3",
  "method": "ωB97M-V/def2-TZVPD",
  "species": ["C", "C", "C", "N", "S", "S", "S", "H", "H", "H", "H", "H", "H", "H", "H", "H", "H"],
  "coordinates": [[2.61799, 0.06655, -0.09004], [1.21747, 0.54900, -0.02037], [0.12908, -0.41328, -0.48221], [-1.42568, -0.12087, 0.02760], [-1.97485, 1.58701, -0.40827], [-1.63512, -0.12418, 1.77955], [-2.60764, -1.26641, -0.82696], [2.80811, -0.79649, 0.49715], [2.91338, -0.11626, -1.10807], [3.30868, 0.86659, 0.37141], [1.07835, 1.29736, -0.85599], [0.96762, 0.93383, 0.98847], [-0.10526, -0.18814, -1.53283], [0.42794, -1.49567, -0.38825], [-3.13413, 1.11728, -0.06088], [-1.02326, -1.25890, 2.10071], [-3.56269, -0.63740, 0.00899]],
  "mulliken_charge": [-1.386, 0.011, -0.860, -0.428, 0.204, 0.111, 0.178, 0.406, 0.366, 0.321, 0.245, 0.327, 0.493, 0.442, 0.158, 0.209, 0.202],
  "total_charge": 1,
  "homo_lumo_gap_ev": 8.63
}

***

(x)
{
  "formula": "C3H10NS3",
  "method": "ωB97M-V/def2-TZVPD",
  "species": ["C", "C", "C", "N", "S", "S", "S", "H", "H", "H", "H", "H", "H", "H", "H", "H", "H"],
  "coordinates": [[-0.41475, -0.14207, 1.93643], [1.32090, -0.98453, -2.06915], [-0.12701, 0.45047, 0.60013], [-1.12094, 1.10399, -0.01987], [0.40692, -1.39838, -0.54257], [-2.76371, 0.53810, 0.13881], [-0.69677, 1.93546, -1.50824], [0.48099, -0.55270, 2.38874], [-1.18162, -0.91130, 1.88096], [-0.79250, 0.64932, 2.58674], [0.59099, -0.68869, -2.81439], [2.01729, -0.17352, -1.88535], [1.84529, -1.87801, -2.39419], [0.83430, 0.94281, 0.47665], [1.48275, -1.65883, 0.21767], [-3.24853, 1.72889, 0.50560], [-1.41893, 3.03057, -1.25386]],
  "mulliken_charge": [-1.360, -0.805, -0.135, -0.100, 0.028, -0.040, -0.041, 0.426, 0.464, 0.377, 0.314, 0.326, 0.371, 0.583, 0.225, 0.189, 0.179],
  "total_charge": 1,
  "homo_lumo_gap_ev": 9.50
}

***

Most favorable structure: (x). The second most favorable one is 182.7 kJ/mol above it.

***

(w)
{
  "formula": "C4H11N2S",
  "method": "ωB97M-V/def2-TZVPD",
  "species": ["C", "C", "C", "C", "N", "N", "S", "H", "H", "H", "H", "H", "H", "H", "H", "H", "H", "H"],
  "coordinates": [[2.01811, 1.50040, -0.11926], [0.10362, -2.15315, 0.66197], [3.31252, 1.65698, -0.13027], [-0.82111, -1.74797, -0.45327], [0.78534, 1.36776, 0.11310], [-0.66119, -0.60397, -0.99523], [-3.04165, 1.35821, 0.13498], [0.82529, -1.39668, 0.84967], [0.81667, -3.03809, 0.37299], [-0.63739, -2.49773, 1.55111], [3.87542, 1.19286, 0.68924], [3.87426, 2.17792, -0.88152], [-1.49270, -2.56560, -0.79405], [0.12449, 1.93912, 0.60471], [-4.12170, 1.92900, -0.43952], [-1.27596, -0.15768, -1.65725], [0.10986, 0.44009, -0.45625], [-3.79386, 0.59854, 0.94887]],
  "mulliken_charge": [0.657, -0.930, -0.740, 0.190, -0.301, -0.429, -0.380, 0.236, 0.304, 0.277, 0.249, 0.284, 0.391, 0.229, 0.189, 0.270, 0.330, 0.175],
  "total_charge": 1,
  "homo_lumo_gap_ev": 9.76
}

***

(x)
{
  "formula": "C4H11N2S",
  "method": "ωB97M-V/def2-TZVPD",
  "species": ["C", "C", "C", "C", "N", "N", "S", "H", "H", "H", "H", "H", "H", "H", "H", "H", "H", "H"],
  "coordinates": [[0.14936, -0.26144, -0.12753], [-0.48524, 1.81078, 1.14399], [-0.16144, -3.06465, 0.63769], [0.45868, 1.42800, 0.01551], [-0.12691, -0.65397, -1.31555], [0.33860, 2.01339, -1.32573], [0.43589, -1.39439, 1.18034], [-0.33290, 2.78663, 1.57823], [-0.34399, 0.89074, 1.89562], [-1.39727, 1.91704, 0.64674], [-0.52159, -3.50267, 1.48616], [0.79925, -3.67366, 0.29751], [-0.89788, -3.00345, -0.05391], [1.37253, 1.33372, 0.54460], [-0.19104, -1.63453, -1.56990], [-0.38609, 0.16543, -1.90702], [1.24623, 1.86770, -1.77501], [0.04382, 2.97534, -1.35175]],
  "mulliken_charge": [0.202, -1.135, -1.012, 0.285, -0.239, -0.711, 0.029, 0.367, 0.310, 0.390, 0.389, 0.318, 0.390, 0.416, 0.207, 0.319, 0.225, 0.250],
  "total_charge": 1,
  "homo_lumo_gap_ev": 10.35
}

***

(y)
{
  "formula": "C4H11N2S",
  "method": "ωB97M-V/def2-TZVPD",
  "species": ["C", "C", "C", "C", "N", "N", "S", "H", "H", "H", "H", "H", "H", "H", "H", "H", "H", "H"],
  "coordinates": [[1.29906, -0.78238, 0.39765], [-2.51888, 0.46253, 0.99758], [3.51352, 0.96958, -0.26545], [-2.72253, -0.58271, -0.09339], [0.69847, -0.21410, -0.57401], [-1.83278, -1.17002, -0.78076], [2.81433, -0.24856, 0.98080], [-3.20461, 1.18976, 0.86653], [-1.50746, 0.98614, 0.93717], [-2.92897, 0.13595, 1.86599], [3.08979, 0.94224, -1.18874], [4.49413, 0.75117, -0.49024], [3.41682, 1.98816, -0.00571], [-3.65807, -0.88361, -0.41853], [0.85452, 0.70760, -0.92726], [-0.61517, -0.68735, -0.61238], [-2.05747, -1.84380, -1.49757], [0.86531, -1.72062, 0.80831]],
  "mulliken_charge": [0.165, -1.117, -1.013, 0.120, -0.492, -0.325, -0.015, 0.386, 0.266, 0.376, 0.364, 0.396, 0.385, 0.491, 0.211, 0.270, 0.211, 0.323],
  "total_charge": 1,
  "homo_lumo_gap_ev": 10.22
}

***

Most favorable structure: (x). The second most favorable one is 52.3 kJ/mol above it.

***

(w)
{
  "formula": "CH3O2",
  "method": "ωB97M-V/def2-TZVPD",
  "species": ["C", "O", "O", "H", "H", "H"],
  "coordinates": [[0.62552, -1.00994, -0.28587], [-0.84533, 1.13769, -0.02911], [-0.08982, 0.36453, 0.71281], [1.00816, -1.46832, 0.51907], [0.52197, -0.89665, -1.42175], [-1.22050, 1.87269, 0.50485]],
  "mulliken_charge": [-0.110, -0.059, -0.008, 0.394, 0.372, 0.412],
  "total_charge": 1,
  "homo_lumo_gap_ev": [8.37, 11.73]
}

***

(x)
{
  "formula": "CH3O2",
  "method": "ωB97M-V/def2-TZVPD",
  "species": ["C", "O", "O", "H", "H", "H"],
  "coordinates": [[-0.29404, -0.11257, 0.22148], [1.15416, 1.11330, -1.11807], [0.61595, -0.18053, -0.71463], [-1.35555, -0.44174, -0.16788], [0.14997, -1.04566, 0.68909], [-0.27049, 0.66720, 1.09001]],
  "mulliken_charge": [-0.338, 0.172, 0.126, 0.353, 0.339, 0.349],
  "total_charge": 1,
  "homo_lumo_gap_ev": [8.37, 8.40]
}

***

Most favorable structure: (w). The second most favorable one is 77.5 kJ/mol above it.

***

(w)
{
  "formula": "C4H10NO",
  "method": "ωB97M-V/def2-TZVPD",
  "species": ["C", "C", "C", "O", "C", "N", "H", "H", "H", "H", "H", "H", "H", "H", "H", "H"],
  "coordinates": [[-0.45619, 1.13595, -1.29366], [0.48381, 0.33958, -0.34699], [1.01797, 1.10501, 0.85269], [0.17143, 0.26188, 1.74814], [-0.38145, -0.46506, 0.67828], [0.00188, -1.92161, 0.82577], [-1.15267, 1.71531, -0.73428], [-0.89032, 0.50399, -2.01743], [0.18868, 1.88538, -1.59778], [1.14059, -0.27423, -0.95481], [2.09207, 1.09706, 1.08567], [0.81795, 2.13173, 0.89057], [-1.50895, -0.21481, 0.38437], [0.28514, -2.16875, -0.11343], [-0.71655, -2.47618, 1.34254], [0.88405, -1.68410, 1.32686]],
  "mulliken_charge": [-1.809, 0.140, -0.526, -0.427, -0.169, -0.205, 0.508, 0.409, 0.467, 0.543, 0.250, 0.338, 0.379, 0.361, 0.364, 0.379],
  "smiles": "C[C@H]1CO[C@@H]1[NH3+]",
  "total_charge": 1,
  "homo_lumo_gap_ev": 11.53
}

***

(x)
{
  "formula": "C4H10NO",
  "method": "ωB97M-V/def2-TZVPD",
  "species": ["C", "C", "C", "C", "N", "O", "H", "H", "H", "H", "H", "H", "H", "H", "H", "H"],
  "coordinates": [[2.02456, 0.36451, 0.17924], [0.00391, 0.15846, -0.74701], [-0.51362, -0.93931, -1.65679], [-1.00538, 0.59094, 1.54140], [-0.06853, -0.19458, 0.67764], [1.46103, 0.10397, -0.92361], [1.70195, 1.19270, 0.97372], [3.15156, 0.07744, 0.29800], [-0.51420, 1.05522, -0.90448], [-0.81756, -0.59692, -2.54227], [-1.31702, -1.36522, -1.20621], [0.24437, -1.76964, -1.83246], [-0.60701, 1.46665, 2.06906], [-1.86275, 0.97832, 1.02569], [-1.58761, 0.04635, 2.33058], [-0.29369, -1.16889, 0.71751]],
  "mulliken_charge": [0.155, 0.312, -1.461, -0.916, -0.338, -0.177, 0.202, 0.314, 0.442, 0.408, 0.475, 0.346, 0.283, 0.362, 0.335, 0.258],
  "total_charge": 1,
  "homo_lumo_gap_ev": 9.24
}

***

(y)
{
  "formula": "C4H10NO",
  "method": "ωB97M-V/def2-TZVPD",
  "species": ["C", "C", "C", "C", "N", "O", "H", "H", "H", "H", "H", "H", "H", "H", "H", "H"],
  "coordinates": [[1.94576, 0.88351, 0.61440], [1.02302, 0.43352, -0.57878], [-0.57095, -1.55806, -0.54410], [-2.37762, 0.49714, 0.46576], [-0.30141, -0.22203, -0.26894], [-1.15791, 0.65263, 0.18021], [2.62214, 0.21572, 1.13450], [2.55176, 1.85775, 0.22368], [1.01310, 1.38141, -1.22888], [1.49563, -0.44922, -1.20536], [0.44575, -2.01595, -0.98082], [-0.81607, -2.10172, 0.45809], [-1.40498, -1.64677, -1.30542], [-2.81444, 1.26180, 1.04154], [1.27932, 1.25271, 1.39184], [-2.93310, -0.44245, 0.60228]],
  "mulliken_charge": [-0.961, -0.194, -0.823, -0.075, 0.132, -0.056, 0.320, 0.278, 0.313, 0.175, 0.282, 0.341, 0.343, 0.306, 0.320, 0.299],
  "total_charge": 1,
  "homo_lumo_gap_ev": [8.64, 8.64]
}

***

(z)
{
  "formula": "C4H10NO",
  "method": "ωB97M-V/def2-TZVPD",
  "species": ["C", "C", "N", "H", "H", "H", "H", "H", "H", "O", "C", "C", "H", "H", "H", "H"],
  "coordinates": [[-0.29255, -2.74634, 0.20665], [1.33050, -0.96186, -0.27543], [1.05493, -2.15189, 0.06958], [-0.36457, -3.17459, 1.20240], [-0.35164, -3.56458, -0.50791], [-1.01753, -1.96879, 0.00252], [0.57704, -0.20368, -0.45640], [2.38385, -0.70648, -0.31133], [1.84248, -2.78544, 0.17113], [-0.30321, 4.29016, -0.44069], [-0.55826, 3.39058, 0.29668], [-0.86757, 2.00825, -0.22439], [-0.58621, 3.54719, 1.38621], [-1.85622, 2.01645, -0.68434], [-0.86888, 1.23958, 0.55122], [-0.12217, 1.77143, -0.98589]],
  "mulliken_charge": [-0.643, 0.275, -0.045, 0.297, 0.322, 0.278, -0.080, 0.306, 0.294, -0.426, -0.006, -0.605, 0.338, 0.292, 0.240, 0.162],
  "total_charge": 1,
  "homo_lumo_gap_ev": 7.26
}

***

Most favorable structure: (z). The second most favorable one is 47.2 kJ/mol above it.